120
Properties=species:S:1:pos:R:3:lowdin_charge:R:1 method="wB97M-V/def2-TZVPD" e_homo_ev=-3.5 orbital_gap_ev=6.03 e_tot_ha=-3315.5269 charge=-1
Ag -1.0987 -0.3228 -1.0517 0.272
P -0.1601 1.8688 0.1153 1.044
P -0.2768 -2.0818 1.0633 1.077
Si -2.8561 -0.0970 0.6682 0.518
Si -0.1963 -0.2593 -3.3620 0.578
C -0.5101 2.7493 2.8067 -0.113
C -2.5263 0.9602 3.3217 -0.127
C 1.6365 2.2946 0.3939 -0.423
C -0.3506 4.5592 -1.1789 -0.200
C 2.9690 -2.5755 -0.2879 -0.203
C -4.4980 -3.6595 2.1586 -0.103
C 0.8542 -2.5309 -4.8545 -0.137
C -2.4502 5.3898 -0.1291 -0.203
C -1.5247 -2.3556 -4.8332 -0.133
C 3.7062 3.5365 1.0984 -0.203
C -1.6290 -3.5879 -5.4660 -0.113
C -1.0346 2.6650 4.0866 -0.099
C -3.0183 -1.8238 1.5155 -0.312
C 2.2051 3.6630 0.8098 -0.204
C -0.9234 5.3844 -0.0295 -0.195
C -2.0343 1.0387 2.0143 -0.324
C 1.3034 -3.5177 4.7584 -0.202
C -4.6242 0.6145 0.7602 -0.253
C 2.3743 1.8435 -0.8815 -0.232
C 0.2571 -1.0478 3.5807 -0.221
C 2.4389 -4.6772 0.9418 -0.205
C 1.4663 3.1455 -5.1958 -0.109
C 0.0360 1.3386 -4.4048 -0.353
C -1.9528 -2.7516 1.4577 -0.373
C 1.3039 1.8829 -4.6359 -0.134
C 1.0584 -2.2849 5.6281 -0.211
C -3.4556 -4.5643 2.0415 -0.102
C 1.1588 -0.9955 4.8127 -0.197
C 0.5904 -2.2668 2.7080 -0.436
C -0.2834 -1.7919 -4.5122 -0.348
C -2.3608 3.1042 -1.2096 -0.214
C -1.0641 2.1188 -4.7858 -0.138
C 0.3574 3.9024 -5.5480 -0.120
C -4.2732 -2.3147 1.8967 -0.116
C -2.0540 1.7605 4.3495 -0.098
C 3.8801 1.7392 -0.6401 -0.202
C -1.0003 1.9647 1.7566 -0.388
C 0.5087 -3.3192 -0.1149 -0.421
C 0.3742 -3.5305 3.5405 -0.212
C 1.5902 -2.5988 -0.9464 -0.251
C 3.4489 -3.9866 0.0297 -0.207
C -2.1888 -4.1017 1.7111 -0.110
C -0.9134 3.3766 -5.3555 -0.113
C -2.9870 3.9583 -0.1013 -0.203
C -0.4836 -4.3124 -5.7674 -0.123
C -0.8244 3.1040 -1.1346 -0.428
C 0.7602 -3.7780 -5.4605 -0.115
C 1.0476 -4.7014 0.3048 -0.196
C 4.4528 3.0661 -0.1494 -0.213
H -2.4710 1.6784 5.3470 0.095
H 1.8290 -2.1207 -4.6129 0.084
H -1.3844 -4.8182 1.6307 0.075
H 0.8842 -0.1400 5.4357 0.104
H 1.8924 1.5799 1.1907 0.109
H 1.7749 -2.2637 6.4544 0.101
H 1.1190 -5.2934 -0.6167 0.117
H -0.6432 3.2997 4.8734 0.094
H 0.0568 -2.3536 6.0667 0.112
H 0.7334 4.6216 -1.2245 0.077
H -3.3011 0.2294 3.5403 0.097
H 2.1850 2.5705 -1.6816 0.112
H 3.8652 2.8202 1.9122 0.113
H 4.4343 -3.9654 0.5036 0.103
H 2.4104 -4.1512 1.8989 0.083
H -2.6051 -3.9942 -5.7064 0.091
H 4.0655 0.9660 0.1143 0.110
H 5.5224 2.9705 0.0573 0.102
H 4.0968 4.5032 1.4290 0.104
H 1.9887 0.8845 -1.2355 0.062
H -2.4309 -1.8261 -4.5564 0.086
H 2.1737 1.3087 -4.3357 0.081
H -5.1079 -1.6261 1.9698 0.079
H 1.1499 -4.4245 5.3506 0.105
H 2.9287 -1.9868 0.6363 0.100
H 0.3597 -0.1285 2.9997 0.089
H -0.5332 6.4057 -0.0610 0.106
H -0.3369 -3.4878 -0.7928 0.104
H -2.0668 1.7376 -4.6154 0.093
H -0.4576 2.6206 -2.0471 0.064
H -2.7437 2.0826 -1.1678 0.049
H 0.3510 -5.2282 0.9549 0.073
H -0.7897 -1.1088 3.8951 0.113
H -4.6221 1.6411 0.3841 -0.003
H 3.5424 -4.5547 -0.9028 0.112
H 1.2858 -1.5715 -1.1471 0.014
H 2.3456 -3.5241 4.4175 0.109
H -0.6259 4.9366 0.9248 0.095
H -1.7868 3.9547 -5.6360 0.093
H 1.7064 4.0841 1.6799 0.082
H -2.7569 3.5140 0.8691 0.094
H 0.5559 -4.4340 2.9580 0.085
H 4.3803 1.4251 -1.5603 0.107
H 2.0900 4.3820 0.0000 0.091
H -3.6222 -5.6235 2.1991 0.093
H 4.3399 3.8222 -0.9346 0.112
H -0.5602 -5.2874 -6.2341 0.088
H -5.0243 0.6398 1.7798 0.014
H 3.6656 -2.0692 -0.9616 0.108
H 2.7531 -5.7046 1.1489 0.109
H 1.6544 -2.1977 2.4474 0.092
H -2.8877 5.9727 0.6863 0.103
H 1.6701 -3.0865 -1.9251 0.112
H 0.4813 4.8954 -5.9637 0.089
H -5.4898 -4.0036 2.4300 0.093
H -2.6407 3.5193 -2.1855 0.114
H 1.6603 -4.3395 -5.6857 0.090
H -4.0749 3.9631 -0.2111 0.105
H -0.7188 4.9764 -2.1255 0.116
H 0.2995 3.4417 2.6351 0.066
H 2.1968 -0.8481 4.4919 0.113
H -0.6646 -3.5633 3.8802 0.116
H 1.2642 -0.3698 -3.0735 -0.069
H -5.3157 0.0418 0.1349 0.018
H 2.4639 3.5424 -5.3495 0.091
H -2.7397 5.8692 -1.0717 0.109

---

52
Properties=species:S:1:pos:R:3:lowdin_charge:R:1 method="wB97M-V/def2-TZVPD" e_homo_ev="-11.2 / -11.2" de_lowest_ev=0.757 orbital_gap_ev="7.75 / 7.75" e_tot_ha=-1911.3703 charge=+1
Pd 1.1118 -0.4188 -0.1851 0.789
S 0.5169 -0.6544 2.1085 0.734
F 4.9224 -1.3895 -2.6225 0.176
F 4.5616 -3.1452 -1.4122 0.175
F 5.5894 -1.4378 -0.5625 0.174
O 3.0389 -0.0037 -1.1663 -0.006
O 2.4537 -1.9451 -0.3107 -0.085
N -1.0030 -3.0035 1.5517 0.040
N -0.7893 -2.3578 3.6207 -0.133
N -0.7300 3.3591 -0.4549 -0.071
N -0.6035 -2.1815 -0.6378 0.075
N -0.0251 1.1529 -0.5212 -0.017
C -1.3237 -4.4388 -0.3853 0.010
C 1.3069 2.7110 0.7453 -0.002
C -0.6443 -2.3562 -1.9647 -0.122
C 0.1284 2.3875 -0.1221 -0.385
C 3.2815 -1.2086 -0.9347 -0.519
C -1.4857 2.9332 -2.8057 -0.059
C -0.3913 -1.5988 4.7958 -0.036
C -1.3557 -4.6012 -1.7556 -0.029
C 4.6171 -1.8164 -1.3992 -0.568
C -1.0231 -3.5322 -2.5737 -0.037
C -1.8653 3.0816 -1.3369 -0.192
C 0.1980 5.6025 -1.0449 -0.058
C -0.5394 4.7498 -0.0254 -0.197
C -1.7127 -3.8917 2.3684 -0.023
C -0.9623 -3.1931 0.1294 -0.229
C -1.5728 -3.4891 3.6365 -0.019
C -0.4437 -2.0393 2.3539 -0.621
H -2.3677 2.6823 -3.3939 0.084
H -0.3404 -1.5053 -2.5654 0.109
H 0.3751 6.5971 -0.6373 0.085
H -2.2825 -4.7102 1.9805 0.117
H -2.5664 3.9057 -1.2151 0.123
H -1.9658 -3.8967 4.5496 0.135
H -0.7399 2.1538 -2.9624 0.069
H 2.0137 1.8834 0.7337 0.059
H 1.1618 5.1653 -1.3073 0.079
H -0.3797 5.7182 -1.9609 0.070
H -1.5337 5.1571 0.1621 0.123
H -0.8385 0.9727 -1.0946 0.061
H -1.5519 -5.2764 0.2515 0.106
H -1.0736 3.8615 -3.1960 0.071
H 0.6941 -1.5729 4.8686 0.092
H -1.6314 -5.5587 -2.1752 0.122
H -0.7706 -0.5813 4.7245 0.089
H -1.0323 -3.6126 -3.6505 0.116
H 1.8185 3.6046 0.3943 0.090
H 0.9784 2.8805 1.7718 0.102
H -2.3871 2.1926 -0.9692 0.121
H -0.0262 4.7559 0.9333 0.110
H -0.8099 -2.0915 5.6688 0.098

---

4
Properties=species:S:1:pos:R:3:lowdin_charge:R:1 method="wB97M-V/def2-TZVPD" e_homo_ev="-10.7 / -10.7" smiles="O=CBr" de_lowest_ev=1.720 orbital_gap_ev="10.09 / 10.09" e_tot_ha=-2687.8834
Br 1.5425 -0.6983 0.0221 0.773
O -0.3192 1.4041 0.0178 -0.203
C -0.1427 -0.0045 0.0268 -0.669
H -1.0806 -0.7013 -0.0668 0.099

---

53
Properties=species:S:1:pos:R:3:lowdin_charge:R:1 method="wB97M-V/def2-TZVPD" e_homo_ev=-9.1 de_lowest_ev=1.992 orbital_gap_ev=4.85 e_tot_ha=-2239.8046 charge=+1
Cl 2.8704 2.8517 6.0018 0.688
Al -0.4317 0.1690 0.2053 0.200
O -1.4495 2.0646 -0.9570 0.093
O 1.4648 -0.6897 -0.0202 0.160
O 0.7441 -1.3997 4.6512 -0.153
O 2.8456 1.1103 -0.0689 0.169
O -0.5227 1.2370 1.5272 -0.006
N 0.6991 1.5931 -0.7280 0.222
N -0.5416 -1.4062 1.3421 0.047
N 0.0482 3.7860 -1.2920 0.002
N 0.3947 -0.8078 3.5282 -0.156
N -1.4304 -0.9080 -1.0694 0.108
C 0.4663 2.9083 2.8302 -0.015
C -1.0202 -4.8759 0.0138 -0.049
C 2.5460 -0.1889 0.2080 -0.365
C -0.8266 -2.5219 0.5798 -0.191
C 1.5256 1.0406 4.5399 -0.029
C -1.3328 -2.2266 -0.7175 -0.108
C 1.3337 4.1763 -1.1368 0.024
C -1.0007 4.7267 -1.6956 0.038
C 1.9334 1.9893 -0.5240 -0.219
C 0.1861 1.5595 2.6087 -0.262
C -0.6622 -3.8572 0.9105 0.014
C -0.1691 -1.5923 2.6284 -0.043
C -2.0276 -0.5819 -2.2075 -0.050
C -2.3577 -2.8694 -2.8031 0.038
C 1.8218 2.3786 4.7124 -0.668
C -0.2951 2.4821 -1.0126 -0.433
C 0.7010 0.6070 3.5020 -0.076
C 2.3143 3.3181 -0.7410 0.072
C 1.2684 3.3312 3.8713 -0.098
C -2.5241 -1.5380 -3.0922 -0.015
C -1.7464 -3.2557 -1.5943 -0.139
C -1.5649 -4.5994 -1.2115 -0.031
C 3.6722 -0.9152 0.8415 0.081
H -1.9519 4.3497 -1.3353 0.103
H 3.7124 -1.9350 0.4656 0.115
H 3.4762 -0.9706 1.9170 0.122
H -0.2842 -2.5759 3.0579 0.138
H 4.6135 -0.3985 0.6761 0.105
H -0.8628 -5.9048 0.3090 0.117
H 1.9095 0.2972 5.2208 0.113
H -2.7043 -3.6315 -3.4898 0.133
H 0.0219 3.6291 2.1534 0.116
H 3.3266 3.6500 -0.5729 0.140
H -3.0230 -1.2172 -3.9946 0.118
H -1.0355 4.8027 -2.7817 0.112
H -0.2531 -4.1447 1.8678 0.112
H -2.1142 0.4722 -2.4206 0.114
H 1.5396 5.2227 -1.3141 0.155
H 1.4532 4.3849 4.0303 0.109
H -0.8055 5.7073 -1.2704 0.106
H -1.8587 -5.3886 -1.8905 0.119